{"formula": "C33H78F6N10O9P", "method": "the ωB97M-V functional and the def2-TZVPD basis", "gap_ev": [7.47, 2.64], "s_squared": 0.783, "multiplicity": 2, "e_above_lowest_kcal_mol": 26.7, "charge": 0, "elements": ["P", "F", "F", "F", "F", "F", "F", "O", "O", "O", "O", "O", "O", "O", "O", "O", "N", "N", "N", "N", "N", "N", "N", "N", "N", "N", "C", "C", "C", "C", "C", "C", "C", "C", "C", "C", "C", "C", "C", "C", "C", "C", "C", "C", "C", "C", "C", "C", "C", "C", "C", "C", "C", "C", "C", "C", "C", "C", "C", "H", "H", "H", "H", "H", "H", "H", "H", "H", "H", "H", "H", "H", "H", "H", "H", "H", "H", "H", "H", "H", "H", "H", "H", "H", "H", "H", "H", "H", "H", "H", "H", "H", "H", "H", "H", "H", "H", "H", "H", "H", "H", "H", "H", "H", "H", "H", "H", "H", "H", "H", "H", "H", "H", "H", "H", "H", "H", "H", "H", "H", "H", "H", "H", "H", "H", "H", "H", "H", "H", "H", "H", "H", "H", "H", "H", "H", "H"], "xyz": [[0.80167, -0.88205, 0.76074], [1.34189, -1.94963, -0.35887], [0.14445, 0.14977, 1.84878], [1.62366, 0.37122, 0.11629], [-0.19621, -2.02935, 1.47122], [2.02248, -1.27159, 1.75771], [-0.51069, -0.45030, -0.20090], [3.83046, -6.36166, 3.72238], [-3.43320, 0.99179, 5.18720], [3.26070, 0.83287, 4.59208], [-0.98724, -3.59659, -2.94404], [6.36945, -2.17488, -1.46943], [1.42128, -1.37797, 5.76756], [-1.59138, 5.31207, -0.61422], [0.72634, 2.44328, -3.45524], [1.08805, 6.15243, -0.31760], [4.71316, 0.60235, 2.82953], [-4.91475, 2.77510, -3.12685], [1.16120, -3.45048, 4.90445], [-3.01521, -3.30837, -1.91439], [-0.49295, 0.61960, -4.20557], [-2.11194, 3.44928, 0.57220], [5.08528, -0.37827, -2.09622], [2.55118, 4.49555, 0.24461], [-4.06324, -0.24135, 3.32756], [4.89846, -4.96517, 2.12504], [4.80604, -5.96658, 3.04928], [2.43526, 3.76316, -1.02884], [6.23452, -4.65469, 1.53595], [-2.35508, 4.67775, 0.03701], [5.96975, 0.74471, 3.61865], [0.81121, -2.13385, 5.00042], [3.41445, 3.94369, 1.33291], [-3.71713, -2.97637, -0.69968], [-1.67102, -3.29543, -1.91977], [0.15452, 1.36725, -3.25783], [-4.29422, 0.64373, 4.29227], [1.90367, 5.66148, 0.49596], [-3.83501, -3.62621, -3.11763], [3.80471, 0.32077, -2.03179], [-2.70367, -0.75008, 3.02964], [-3.76870, 2.12990, -2.47574], [0.47441, -4.28665, 3.89960], [-1.15549, -0.59348, -3.91816], [3.49412, 0.74062, 3.40646], [-5.07420, -0.79171, 2.39053], [-0.43858, 0.93943, -5.66233], [5.27174, -1.58237, -1.50375], [-0.74772, 3.00111, 0.63701], [2.04248, -4.18132, 5.86049], [-7.06049, 3.81271, -2.48092], [-3.12905, 2.52150, 1.05966], [4.84457, 0.61183, 1.33392], [-5.36566, 2.00017, -4.25873], [6.16742, 0.40816, -2.65603], [-3.85825, 0.67810, -2.00974], [-5.93323, 2.85321, -2.08173], [-4.39242, 2.04321, -5.44613], [3.74280, -4.14335, 1.83106], [-1.27166, -0.69875, -2.83950], [-0.64531, -1.51679, -4.19261], [-2.84684, 2.35155, 2.09869], [5.61395, -0.07741, 0.98592], [-4.45009, -3.74407, -0.45165], [-0.25359, -5.02147, 4.24331], [6.57202, -0.15934, 3.52881], [-4.12278, 2.96489, 1.12283], [-4.94799, -0.26844, 1.44271], [-4.00869, -0.02763, -2.82670], [-0.34543, 2.75280, 1.61915], [-3.36400, 2.69210, -1.63416], [0.00684, 3.58185, 0.10647], [-3.13110, -2.76047, 0.19366], [2.97651, -0.32271, -1.73497], [2.13272, 6.06132, 1.49589], [-2.14231, -0.60061, -4.38101], [2.73262, 0.70006, 2.61231], [-7.65406, 3.37905, -3.28573], [3.70464, -3.36984, 2.59809], [-0.05399, -1.87633, 4.37010], [2.77635, -4.82020, 5.36919], [-2.38226, -0.55994, 2.00561], [2.13165, 2.73029, -0.85827], [-6.10000, -0.59058, 2.69934], [-7.75913, 3.96192, -1.65767], [-3.29687, -3.70638, -4.06213], [3.89703, 1.04846, -1.22554], [6.00507, -4.66782, 0.47046], [-2.96480, 0.38673, -1.45753], [4.99348, 1.65508, 1.05544], [-4.71275, 0.45147, -1.37211], [-3.38561, 1.64864, -5.30923], [-5.54946, 0.93353, -4.12988], [-1.93648, -0.26992, 3.63707], [-2.94155, 2.09503, -3.18477], [1.66465, 4.19096, -1.67013], [3.96146, -3.60811, 0.90704], [1.18701, -4.89146, 3.33879], [-4.91657, -1.85543, 2.21232], [-2.60508, -1.79635, 3.31896], [0.24357, 0.71991, -2.37170], [1.44391, -4.82917, 6.50088], [5.77777, -6.48060, 3.11028], [3.52922, 0.93242, -2.89092], [-5.44232, 2.97719, -1.11647], [-6.43689, 1.89567, -1.94927], [3.37154, 3.61680, -1.56742], [6.55196, 1.53741, 3.14879], [3.19087, 4.44355, 2.27538], [-4.28452, -2.06489, -0.88777], [4.43088, 4.07114, 0.96043], [-3.17845, 1.58952, 0.49657], [6.52692, -3.64545, 1.82585], [-1.26270, -3.02525, -0.93363], [-4.66152, -2.92146, -3.20882], [7.12135, -0.08694, -2.83763], [6.34427, 1.34621, -2.12983], [-6.67186, 4.77571, -2.81211], [-1.44937, 0.99060, -6.06705], [6.91676, -5.47790, 1.74808], [-5.32046, 1.03244, 4.20320], [2.52959, -3.52454, 6.58123], [3.95330, 0.27206, 0.80637], [-3.33404, 5.09095, 0.32527], [-4.18194, 3.07807, -5.71605], [-6.28192, 2.40909, -4.68459], [-0.60746, 2.09746, 0.04385], [5.85607, 0.59659, -3.68349], [0.14037, 1.83537, -5.88642], [-4.34829, -4.55167, -2.85653], [-0.14763, -3.70385, 3.22024], [4.33654, -1.90495, -1.02050], [2.78623, -4.65121, 1.70802], [3.16053, 2.88825, 1.43123], [-4.91780, 1.55208, -6.26519], [0.13680, 0.13386, -6.11850], [5.81670, 0.97225, 4.67359]], "forces_ev_per_a": [[-2.5, 1.0, -0.4], [-0.5, 1.0, 1.0], [1.0, -0.2, 0.3], [0.1, -1.0, 0.3], [1.0, -0.2, -0.5], [-0.5, 0.0, -0.4], [1.1, -0.9, 0.0], [1.0, 1.4, -1.2], [-3.2, -1.0, -3.2], [0.0, 0.0, 0.3], [-1.5, 0.9, 2.8], [-2.1, 0.7, 0.2], [-1.0, -1.2, -1.0], [1.0, 0.8, -0.8], [-0.9, -1.4, 0.4], [2.1, -0.4, 2.2], [0.8, -0.2, -0.1], [0.2, -1.0, 1.6], [0.0, -3.0, 0.0], [0.3, 0.2, -0.5], [0.7, 1.9, -1.6], [0.2, -0.1, -0.1], [0.0, -0.3, 0.0], [0.6, -0.3, 0.9], [1.0, -1.7, -1.4], [-0.1, -1.8, 1.5], [-0.4, -0.2, 0.0], [-0.4, -0.3, 0.5], [-2.2, -0.2, -0.6], [-1.3, -0.5, 0.8], [-0.4, -0.1, -1.0], [0.7, 1.8, 1.1], [-1.0, 0.1, -1.9], [-1.2, 0.5, -0.2], [1.4, -1.2, -3.0], [0.9, -0.2, -1.4], [2.6, 1.0, 2.9], [-2.2, 0.2, -2.8], [-0.3, -0.2, 1.4], [0.1, 0.4, 1.2], [0.2, 0.5, 1.0], [1.6, -0.5, -0.7], [-0.3, 0.3, -0.5], [-0.5, -1.1, 1.0], [0.2, -0.4, -1.0], [0.4, 1.3, 0.1], [0.6, -0.2, 1.1], [1.9, 0.3, -0.3], [1.3, -1.4, -1.2], [0.0, 0.8, 0.4], [0.2, 0.1, 0.5], [0.6, 1.0, 0.9], [-0.3, 0.2, 1.2], [0.7, 0.2, -1.6], [0.0, -0.2, -1.4], [-1.0, -0.6, 0.0], [-1.2, -0.1, -0.7], [0.0, 0.8, 0.0], [0.9, 1.1, -0.2], [-0.2, 0.2, 0.1], [0.3, 0.1, -0.5], [-0.2, -0.7, 0.1], [0.4, 0.3, 0.3], [0.0, -0.2, 0.1], [0.2, 0.0, 1.2], [-0.1, -0.2, 0.1], [0.0, 0.3, -0.4], [0.0, -0.1, -0.3], [0.3, 0.0, -0.3], [-0.5, 0.2, 0.4], [-0.4, 0.5, -0.1], [-0.7, 1.1, 0.3], [0.6, -0.3, -0.4], [0.2, -0.2, -0.3], [-0.1, 0.2, -0.1], [-0.2, 0.0, 0.0], [-0.3, 0.2, 0.4], [0.1, 0.0, -0.1], [-0.5, 0.1, 0.1], [0.4, 0.3, 0.0], [-0.1, 0.1, -0.6], [-0.4, -0.2, -0.2], [-0.3, -0.1, 0.4], [0.1, -0.1, 0.4], [0.1, 0.1, 0.1], [0.3, 0.0, 0.5], [-0.2, 0.2, 0.1], [0.7, 0.3, -0.2], [0.1, 0.1, -0.1], [0.5, -0.2, -0.5], [-0.1, 0.3, 0.4], [-0.3, -0.6, 0.3], [-0.3, -0.3, 0.9], [-0.4, 0.5, 0.1], [0.1, 0.4, -0.2], [0.3, 0.3, 0.2], [-0.2, 0.0, -0.1], [0.4, 0.2, 0.1], [0.0, 0.0, 0.3], [-0.3, -0.3, -0.4], [-0.2, 0.7, 0.7], [-0.5, -0.2, -0.4], [-0.1, -0.1, 0.3], [0.3, -0.5, -0.5], [-0.1, 0.9, -0.1], [-0.1, -0.6, 0.0], [0.3, 0.7, 0.0], [0.1, 0.2, 0.1], [0.3, 0.1, -0.2], [-0.2, 0.2, 0.1], [0.3, -0.2, 0.7], [0.2, 0.0, -0.1], [0.4, -0.3, 0.1], [0.3, 0.0, -0.3], [0.3, 0.5, 0.0], [-0.2, -0.5, 0.8], [-0.2, 0.0, 0.1], [0.0, 0.0, 0.1], [0.1, 0.0, -0.1], [0.1, 0.5, 0.2], [0.1, 0.2, 0.6], [0.0, 0.5, -0.5], [-0.4, 0.1, 0.6], [-0.5, -0.2, -0.1], [-0.3, 0.2, -0.2], [-0.1, 0.2, 0.4], [-0.4, -0.6, 0.2], [-0.1, 0.7, -0.1], [-0.4, 0.2, 0.5], [0.1, -0.4, -0.4], [0.6, 0.6, -0.1], [0.1, -0.5, -0.1], [0.3, -0.3, 0.2], [0.2, -0.1, 0.1], [0.4, -0.1, -0.2], [-0.3, -0.3, -0.3], [-0.4, 0.0, -0.3]], "lowdin_spin": [0.0000, 0.0000, 0.0000, 0.0000, 0.0000, -0.0003, 0.0000, 0.0030, 0.0000, 0.0148, 0.0000, 0.0000, 0.3465, 0.0000, 0.0000, 0.0000, 0.0055, 0.0000, 0.4756, 0.0000, 0.0000, 0.0000, 0.0000, 0.0000, 0.0000, 0.0000, 0.0004, 0.0000, 0.0000, 0.0000, 0.0005, -0.0318, 0.0000, 0.0000, 0.0000, 0.0000, 0.0000, 0.0000, 0.0000, 0.0000, 0.0000, 0.0000, 0.0541, 0.0000, 0.0003, 0.0000, 0.0000, 0.0000, 0.0000, 0.0446, 0.0000, 0.0000, 0.0004, 0.0000, 0.0000, 0.0000, 0.0000, 0.0000, 0.0003, 0.0000, 0.0000, 0.0000, 0.0002, 0.0000, 0.0271, 0.0002, 0.0000, 0.0000, 0.0000, 0.0000, 0.0000, 0.0000, 0.0000, 0.0000, 0.0000, 0.0000, 0.0002, 0.0000, 0.0001, -0.0039, 0.0141, 0.0000, 0.0000, 0.0000, 0.0000, 0.0000, 0.0000, 0.0000, 0.0000, 0.0001, 0.0000, 0.0000, 0.0000, 0.0001, 0.0000, 0.0000, 0.0000, 0.0197, 0.0000, 0.0000, 0.0000, 0.0252, 0.0002, 0.0000, 0.0000, 0.0000, 0.0000, 0.0001, 0.0000, 0.0000, 0.0000, 0.0000, 0.0000, 0.0000, 0.0000, 0.0000, 0.0000, 0.0000, 0.0000, 0.0000, 0.0000, 0.0012, 0.0000, 0.0000, 0.0000, 0.0000, 0.0000, 0.0000, 0.0000, 0.0000, 0.0012, 0.0000, 0.0003, 0.0000, 0.0000, 0.0000, 0.0000]}